92
Properties=species:S:1:pos:R:3:lowdin_spin:R:1 method="wB97M-V/def2-TZVPD" s_squared=2.010 energy_ev=-60893.578 gap_ev="6.4 / 6.5" spin_multiplicity=3 total_charge=+1
C 2.3756 1.1201 -0.7350 0.01
C 2.0807 1.2576 1.6468 0.01
C 3.5278 1.8990 -0.7021 0.00
C 3.2993 2.0263 1.7055 0.00
C 3.9977 2.3436 0.5623 0.00
H 4.0549 2.1417 -1.6283 0.00
H 3.6425 2.3659 2.6874 0.00
H 4.9143 2.9410 0.6262 0.00
N 1.6734 0.7838 0.3862 0.13
P 1.1169 -1.1129 -1.8278 0.10
P -0.3388 0.3740 2.5435 0.14
C 1.8370 0.6029 -2.0516 0.01
H 0.9888 1.2379 -2.3603 0.00
H 2.6042 0.6614 -2.8421 0.00
C -1.5043 -1.8777 0.3596 0.06
O -2.4415 -2.5883 0.4033 0.01
C 1.3042 1.0007 2.7839 0.01
H 1.6177 1.4558 3.7297 0.00
C -1.4965 1.9308 2.5623 0.02
C -0.7863 -0.6769 4.0859 0.02
C 0.0380 -1.4493 -3.4103 0.01
C 2.6743 -2.2312 -1.8377 0.02
C -2.8882 1.5662 2.0101 0.00
H -3.4663 0.9628 2.7254 0.00
H -3.4658 2.4905 1.8172 0.00
H -2.8152 0.9916 1.0739 0.00
C -1.6473 2.6049 3.9381 0.01
H -2.2313 1.9975 4.6483 0.00
H -0.6640 2.8300 4.3860 0.00
H -2.1822 3.5662 3.8100 0.00
C -0.7926 2.9529 1.6415 0.00
H -1.4769 3.8024 1.4500 0.00
H 0.1177 3.3447 2.1225 0.00
H -0.4901 2.5157 0.6787 0.00
C -2.3076 -0.9049 4.1696 0.00
H -2.7055 -1.3035 3.2202 0.00
H -2.5152 -1.6495 4.9610 0.00
H -2.8603 0.0123 4.4291 0.00
C -0.1102 -2.0515 3.9572 0.00
H -0.5157 -2.6258 3.1103 0.00
H 0.9795 -1.9555 3.8351 0.00
H -0.3037 -2.6265 4.8827 0.00
C -0.2508 -0.0293 5.3806 0.01
H -0.6747 0.9644 5.5806 0.00
H -0.5083 -0.6830 6.2356 0.00
H 0.8479 0.0580 5.3455 0.00
C 2.2248 -3.6806 -1.5593 0.00
H 3.1160 -4.3342 -1.5182 0.00
H 1.6987 -3.7669 -0.5982 0.00
H 1.5636 -4.0669 -2.3534 0.00
C 3.6082 -1.7290 -0.7093 0.00
H 4.1324 -0.8080 -1.0105 0.00
H 3.0867 -1.5237 0.2337 0.00
H 4.3672 -2.5097 -0.5178 0.00
C 3.5050 -2.1710 -3.1400 0.01
H 4.5081 -2.5833 -2.9255 0.00
H 3.0757 -2.7669 -3.9555 0.00
H 3.6494 -1.1355 -3.4949 0.00
C -0.3112 -0.1121 -4.0910 0.00
H 0.5767 0.3728 -4.5305 0.00
H -1.0286 -0.3059 -4.9109 0.00
H -0.7811 0.5908 -3.3898 0.00
C -1.2573 -2.1200 -2.9087 0.00
H -1.8097 -1.4618 -2.2208 0.00
H -1.9060 -2.3549 -3.7738 0.00
H -1.0478 -3.0582 -2.3681 0.00
C 0.6679 -2.3474 -4.4917 0.00
H 1.5356 -1.8717 -4.9735 0.00
H 0.9684 -3.3338 -4.1068 0.00
H -0.0937 -2.5186 -5.2759 0.00
Pt 0.0043 -0.6797 0.3336 1.13
N -1.1557 0.7339 -0.7390 0.10
C -1.8449 1.4915 -1.3098 0.00
C -2.6998 2.4500 -2.0365 0.00
C -2.5407 3.8596 -1.4128 0.00
C -2.2446 2.4776 -3.5191 0.00
C -4.1771 1.9925 -1.9212 0.00
H -2.8613 3.8640 -0.3595 0.00
H -1.4943 4.1982 -1.4627 0.00
H -3.1713 4.5680 -1.9774 0.00
H -2.3603 1.4886 -3.9918 0.00
H -2.8656 3.2033 -4.0715 0.00
H -1.1889 2.7847 -3.5985 0.00
H -4.8177 2.7167 -2.4532 0.00
H -4.3253 0.9973 -2.3685 0.00
H -4.4930 1.9536 -0.8656 0.00
C 0.8360 -3.4719 1.5222 0.02
O 1.1221 -2.0623 1.3610 0.11
H 1.7349 -4.1018 1.3230 0.00
H -0.0659 -3.8375 0.9899 0.00
H 0.8906 -3.8471 2.5587 0.00
H 1.4163 -2.2197 0.4922 0.00